1.
{"formula": "C2H3F4O", "method": "ωB97M-V/def2-TZVPD", "e_above_lowest_kj_mol": 13.82, "orbital_gap_ev": [11.22, 10.09], "e_tot_ev": -15038.0356, "multiplicity": 2, "homo_energy_ev": [-10.572, -11.744], "e_lumo_ha": [0.024, -0.061], "species": ["H", "C", "C", "F", "F", "F", "F", "H", "O", "H"], "coordinates": [[1.482, 0.548, -0.818], [-0.473, -0.550, -0.481], [-1.137, -0.210, 0.749], [-0.266, -0.152, 1.823], [-1.695, 1.044, 0.690], [-2.141, -1.079, 1.168], [-0.851, -0.123, -1.697], [0.105, -1.464, -0.573], [2.291, 1.048, -0.873], [2.685, 0.937, 0.012]], "forces_ev_per_a": [[-0.424, -0.186, -0.048], [1.068, -1.358, -2.159], [-1.896, 1.932, 3.143], [-0.509, -0.514, -1.495], [0.308, -1.366, -0.287], [1.203, 0.870, -0.900], [-0.334, 0.236, 1.309], [0.042, 0.117, 0.374], [0.717, 0.116, 0.651], [-0.175, 0.152, -0.589]]}



2.
{"formula": "C2H3FN2O", "method": "ωB97M-V/def2-TZVPD", "e_above_lowest_kj_mol": 296.59, "orbital_gap_ev": 10.83, "e_tot_ev": -9863.5360, "multiplicity": 1, "homo_energy_ev": -11.459, "e_lumo_ha": -0.023, "species": ["C", "C", "N", "N", "O", "F", "H", "H", "H"], "coordinates": [[-0.828, -0.118, -0.648], [1.080, -0.116, 0.660], [-1.455, -0.265, -1.855], [-0.866, 0.835, -1.674], [0.076, -0.827, -0.044], [-2.080, 0.169, 0.504], [0.646, 0.474, 1.554], [1.779, 0.572, 0.185], [1.647, -0.723, 1.319]], "forces_ev_per_a": [[-3.460, 1.008, 2.993], [-0.547, 2.326, 3.468], [0.182, -0.067, -0.585], [-0.015, -0.394, 0.480], [0.960, -0.157, -0.567], [2.981, -0.369, -2.581], [-0.234, -0.299, -1.800], [-0.503, -0.316, -1.019], [0.636, -1.733, -0.389]]}



3.
{"formula": "C2H3FN4", "method": "ωB97M-V/def2-TZVPD", "e_above_lowest_kj_mol": 575.81, "orbital_gap_ev": [9.56, 9.25], "e_tot_ev": -10794.0354, "multiplicity": 1, "homo_energy_ev": [-10.536, -10.637], "e_lumo_ha": [-0.036, -0.051], "species": ["C", "C", "N", "N", "N", "N", "F", "H", "H", "H"], "coordinates": [[-1.783, 0.348, 0.393], [0.246, 0.144, -0.039], [-0.610, 1.064, 0.196], [-1.607, -0.954, 0.267], [-0.273, -1.044, -0.034], [2.660, 0.228, -0.502], [3.096, -0.465, 0.604], [-2.697, 0.907, 0.438], [0.337, -1.790, -0.036], [2.537, 1.138, -0.148]], "forces_ev_per_a": [[1.788, 0.043, -0.967], [1.137, 2.052, -0.160], [-0.162, 0.706, 0.031], [-0.340, -0.310, 0.094], [-1.035, 0.688, 0.201], [-1.390, -2.159, -0.446], [0.071, 0.231, -0.102], [-0.410, -0.490, 0.437], [0.390, -2.669, -0.012], [-0.050, 1.909, 0.925]]}



4.
{"formula": "C2H3FNOP", "method": "ωB97M-V/def2-TZVPD", "e_above_lowest_kj_mol": 327.68, "orbital_gap_ev": [7.52, 7.53], "e_tot_ev": -17663.6846, "multiplicity": 1, "homo_energy_ev": [-9.580, -9.585], "e_lumo_ha": [-0.076, -0.076], "species": ["C", "C", "N", "O", "F", "P", "H", "H", "H"], "coordinates": [[0.465, 0.038, -0.945], [0.742, 0.195, 0.531], [-0.726, 0.350, -1.250], [-0.445, 0.558, 1.126], [-1.943, -1.802, 0.129], [-1.618, 0.851, 0.078], [1.038, -0.637, -1.575], [1.156, -0.684, 1.149], [1.330, 1.130, 0.755]], "forces_ev_per_a": [[-0.649, -1.596, 1.536], [2.496, -0.061, 1.198], [-0.571, 0.873, -1.134], [-2.404, 1.167, 0.622], [0.213, 2.368, -0.016], [0.307, -3.376, 0.150], [0.487, 0.686, -0.314], [-0.405, 1.103, -1.519], [0.525, -1.164, -0.522]]}



5.
{"formula": "C2H3FNP", "method": "ωB97M-V/def2-TZVPD", "e_above_lowest_kj_mol": 86.11, "orbital_gap_ev": 9.27, "e_tot_ev": -15616.6194, "multiplicity": 1, "homo_energy_ev": -9.739, "e_lumo_ha": -0.017, "species": ["C", "C", "N", "F", "P", "H", "H", "H"], "coordinates": [[0.599, 0.537, -0.073], [-0.476, -0.713, -0.061], [1.807, 0.268, 0.194], [-2.425, 0.958, 0.019], [-2.170, -0.636, -0.002], [0.576, 1.853, -0.425], [0.142, -1.551, 0.056], [1.948, -0.716, 0.292]], "forces_ev_per_a": [[-0.296, 1.796, -0.956], [-0.604, 4.453, -0.103], [-0.334, 0.848, -0.506], [0.024, -0.437, -0.153], [2.006, 0.266, 0.033], [-1.183, -4.343, 1.217], [0.182, -1.592, -0.050], [0.204, -0.992, 0.517]]}



6.
{"formula": "C2H3FNP", "method": "ωB97M-V/def2-TZVPD", "e_above_lowest_kj_mol": 164.00, "orbital_gap_ev": [7.29, 7.41], "e_tot_ev": -15615.8121, "multiplicity": 1, "smiles": "C=P(F)=C=N", "homo_energy_ev": [-8.273, -8.349], "e_lumo_ha": [-0.036, -0.035], "species": ["C", "P", "F", "C", "N", "H", "H", "H"], "coordinates": [[-0.450, 1.065, 0.058], [-1.577, 0.054, -0.548], [-2.806, 0.534, 0.398], [-1.173, -1.620, 0.334], [-0.323, -2.396, -0.020], [-0.790, 1.722, 0.737], [0.530, 1.089, -0.276], [0.205, -2.386, -0.856]], "forces_ev_per_a": [[0.009, -1.493, -2.041], [-1.243, 1.498, 0.209], [-0.055, -0.517, -0.711], [0.758, -2.076, 0.430], [-1.291, 0.442, 0.933], [-0.710, 2.178, 2.581], [1.690, 0.192, -0.686], [0.842, -0.224, -0.715]]}



7.
{"formula": "C2H3FO2", "method": "ωB97M-V/def2-TZVPD", "e_above_lowest_kj_mol": 152.87, "orbital_gap_ev": 11.76, "e_tot_ev": -8933.4113, "multiplicity": 1, "smiles": "O[C@@]1(F)CO1", "homo_energy_ev": -10.875, "e_lumo_ha": 0.033, "species": ["O", "C", "F", "C", "O", "H", "H", "H"], "coordinates": [[-1.089, -1.362, -0.225], [-0.915, 0.047, -0.171], [-2.077, 0.665, 0.202], [0.381, 0.693, 0.265], [-0.113, 0.666, -1.077], [-1.931, -1.468, -0.534], [0.282, 1.679, 0.698], [1.199, -0.069, 0.374]], "forces_ev_per_a": [[3.664, 2.855, 1.227], [1.706, -0.610, 1.672], [0.295, -0.266, -0.742], [-0.933, -2.535, -0.128], [-1.126, 0.065, -1.487], [-3.686, -0.814, -1.384], [0.580, -0.157, 0.417], [-0.500, 1.463, 0.425]]}



8.
{"formula": "C2H3FO2", "method": "ωB97M-V/def2-TZVPD", "e_above_lowest_kj_mol": 206.82, "orbital_gap_ev": [7.90, 8.65], "e_tot_ev": -8927.2397, "multiplicity": 3, "homo_energy_ev": [-6.989, -11.126], "e_lumo_ha": [0.033, -0.091], "species": ["C", "C", "O", "O", "F", "H", "H", "H"], "coordinates": [[-1.456, -0.773, 0.273], [-0.169, -0.092, -0.026], [-1.714, -1.598, 1.243], [-1.074, -2.394, 2.160], [-2.592, -0.196, -0.181], [-0.485, 0.653, -0.718], [0.644, -0.858, -0.122], [0.189, 0.284, 0.976]], "forces_ev_per_a": [[2.962, 1.347, -4.458], [-0.267, -1.555, 3.554], [-3.802, -3.528, 4.863], [0.711, 1.779, -1.971], [0.337, -0.185, 0.955], [1.049, 0.588, -0.841], [-0.704, 0.714, -1.295], [-0.285, 0.840, -0.807]]}



9.
{"formula": "C2H3FO3V", "method": "ωB97M-V/def2-TZVPD", "orbital_gap_ev": [9.20, 10.11], "e_tot_ev": -36645.4851, "multiplicity": 4, "homo_energy_ev": [-20.869, -21.177], "charge": 2, "e_lumo_ha": [-0.429, -0.407], "species": ["H", "O", "C", "C", "F", "H", "O", "V", "O", "H"], "coordinates": [[-0.565, -2.318, 0.341], [1.267, -1.446, 0.302], [0.052, -1.408, 0.285], [-0.677, -0.075, 0.078], [-1.529, 0.107, 1.105], [-1.256, -0.101, -0.857], [0.401, 0.923, 0.234], [2.259, 0.268, 0.379], [-0.193, 1.937, -0.509], [0.241, 2.114, -1.359]], "forces_ev_per_a": [[0.235, 0.004, 0.138], [0.639, -0.176, 0.284], [-1.374, -0.363, -0.438], [-0.030, -1.582, 2.412], [0.498, -0.017, -0.643], [0.640, 0.719, -0.154], [-1.548, -1.213, -1.763], [1.206, 0.094, 0.206], [-1.002, 3.025, 0.149], [0.737, -0.491, -0.190]]}



10.
{"formula": "C2H3FOSr", "method": "ωB97M-V/def2-TZVPD", "e_above_lowest_kj_mol": 0.00, "orbital_gap_ev": [4.21, 11.16], "e_tot_ev": -7715.2510, "multiplicity": 2, "homo_energy_ev": [-9.075, -15.707], "charge": 1, "e_lumo_ha": [-0.179, -0.167], "species": ["H", "C", "C", "O", "H", "F", "H", "Sr"], "coordinates": [[-0.261, -0.740, -1.379], [-0.476, 0.147, -0.694], [-0.417, -0.472, 0.658], [0.714, -0.616, 1.121], [-1.397, 0.736, -0.814], [0.610, 1.025, -0.798], [-1.237, -1.158, 0.929], [2.465, 1.078, 0.976]], "forces_ev_per_a": [[-0.765, 1.305, 0.389], [-0.480, -0.130, 0.033], [1.439, -1.934, -1.055], [-0.684, 0.439, 1.040], [0.253, -0.472, -0.667], [0.199, 0.202, -0.227], [-0.128, 0.572, 0.492], [0.167, 0.018, -0.005]]}



11.
{"formula": "C2H3FSi", "method": "ωB97M-V/def2-TZVPD", "e_above_lowest_kj_mol": 227.46, "orbital_gap_ev": [8.01, 7.61], "e_tot_ev": -12710.4095, "multiplicity": 3, "homo_energy_ev": [-7.361, -9.868], "e_lumo_ha": [0.024, -0.083], "species": ["C", "C", "F", "Si", "H", "H", "H"], "coordinates": [[-0.429, -1.573, -0.430], [-1.288, -2.762, -0.615], [-0.342, -3.789, -0.845], [-0.329, 0.354, 0.044], [0.711, -1.698, -0.676], [-1.606, 0.970, 0.708], [0.807, 1.217, 0.108]], "forces_ev_per_a": [[-0.153, 1.106, 0.128], [6.948, 2.671, 0.324], [-2.897, 0.241, 0.034], [-3.812, -2.543, -0.011], [-2.325, -0.820, 0.215], [1.277, -0.544, -0.636], [0.962, -0.110, -0.054]]}



12.
{"formula": "C2H3FeO2", "method": "ωB97M-V/def2-TZVPD", "e_above_lowest_kj_mol": 230.41, "orbital_gap_ev": [9.77, 8.38], "e_tot_ev": -40578.5934, "multiplicity": 6, "homo_energy_ev": [-22.248, -22.366], "charge": 2, "e_lumo_ha": [-0.458, -0.514], "species": ["H", "C", "O", "Fe", "O", "C", "H", "H"], "coordinates": [[0.900, 0.225, 1.194], [-0.997, 0.227, 0.890], [-2.167, -0.125, 0.639], [-1.869, -0.388, -1.445], [-0.242, 0.105, -0.312], [1.187, 0.080, -0.008], [1.555, -0.925, -0.252], [1.633, 0.801, -0.705]], "forces_ev_per_a": [[3.214, 0.077, -2.689], [-3.848, -2.181, -4.814], [2.821, 1.464, 1.800], [-0.082, -0.002, 0.378], [-2.473, 0.367, 1.290], [0.156, -0.242, 2.408], [-0.043, 0.235, 0.488], [0.255, 0.282, 1.139]]}